The following is a quantum chemistry calculation of one molecule with the formula C6H14O, from the Open Molecules 2025 dataset.

Geometry (Å):
C  -2.22849  -0.15714  -1.23918
C  -1.08897  -0.43849  -0.25597
C  -1.53298  -0.31972  1.20321
C  0.13905  0.45875  -0.47538
C  1.44856  -0.20529  -0.02201
C  2.59524  0.79448  0.06503
O  1.24309  -0.88248  1.22020
H  -3.09559  -0.78644  -1.00372
H  -1.93194  -0.37983  -2.27202
H  -2.56032  0.88838  -1.20422
H  -0.76416  -1.47457  -0.42833
H  -2.36710  -0.98734  1.43887
H  -1.83667  0.71099  1.42840
H  -0.68566  -0.57197  1.84062
H  -0.01069  1.41785  0.04579
H  0.25494  0.70776  -1.54077
H  1.69282  -0.97480  -0.76990
H  2.45431  1.45718  0.92681
H  2.64589  1.41891  -0.83399
H  3.55939  0.28277  0.16865
H  2.06929  -0.95899  1.70791

Properties
- HOMO-LUMO gap: 11.10 eV
- Lowest unoccupied orbital energy: 0.95 eV
- 2S+1: 1
- Energy relative to the best compared isomer or geometry (same formula, charge and spin): 0.332 eV

natural (NBO) population analysis, charges in e, atoms 1 to 2: -0.600 -0.218

The following is a quantum chemistry calculation of a 3-piece molecular cluster, C6H14O overall, from the Open Molecules 2025 dataset.

Geometry (Å):
C  -0.71372  0.00417  1.53489
C  -1.29193  0.44311  0.41529
C  -1.68367  1.88748  0.23809
C  -1.62064  -0.47004  -0.73459
H  -0.47638  -1.04801  1.67584
H  -0.48327  0.67430  2.36039
H  -1.28074  2.51823  1.03685
H  -2.77593  1.98967  0.24182
H  -1.33472  2.27766  -0.72642
H  -1.24998  -1.48480  -0.56305
H  -1.16922  -0.09568  -1.66171
H  -2.70545  -0.51790  -0.89292
C  1.50283  1.13610  -0.84393
O  1.41568  0.44488  -1.82837
H  1.00066  2.12077  -0.77498
H  2.09247  0.83250  0.04154
C  2.15939  -2.14318  0.09824
H  2.88637  -2.50578  0.82937
H  2.64783  -1.51215  -0.64759
H  1.69203  -2.99282  -0.40601
H  1.38839  -1.55851  0.60724

Properties
- HOMO-LUMO gap: 10.37 eV
- Lowest unoccupied orbital energy: 0.87 eV
- 2S+1: 1
- Energy relative to the best compared isomer or geometry (same formula, charge and spin): 1.752 eV

natural (NBO) population analysis, charges in e, atoms 1 to 2: -0.428 0.034

The following is a quantum chemistry calculation of C6H14O as an isolated structure at a distorted geometry, from the Open Molecules 2025 dataset.

Geometry (Å):
C  2.16940  -0.05099  0.68509
C  1.42426  -0.22075  -0.64043
C  0.36738  0.86466  -0.97544
C  -0.97674  0.48645  -0.30469
C  -1.78319  -0.42590  -0.98729
C  -1.34159  1.01730  1.04537
H  2.63615  -1.01206  0.90115
H  2.89126  0.76455  0.58735
H  1.56998  0.17175  1.57525
H  1.01743  -1.25823  -0.51686
H  2.06201  -0.27566  -1.53099
H  0.19842  0.91991  -2.03114
H  0.60225  1.83731  -0.57001
H  -2.85879  -0.26104  -1.05807
H  -1.54588  -0.62763  -2.02867
H  -0.93681  0.33627  1.79566
H  -2.39970  1.23399  1.16631
H  -0.81185  1.95541  1.22323
H  -0.97213  -0.86519  -0.07931
H  -0.91660  -2.69258  0.78411
O  -0.39525  -1.89756  0.95937

Properties
- HOMO-LUMO gap: 7.87 eV
- Lowest unoccupied orbital energy: -0.18 eV
- 2S+1: 1
- Energy relative to the best compared isomer or geometry (same formula, charge and spin): 4.765 eV

natural (NBO) population analysis, charges in e, atoms 1 to 2: -0.607 -0.433

The following is a quantum chemistry calculation of a 3-piece molecular cluster, C6H14O overall at a distorted geometry, from the Open Molecules 2025 dataset.

Geometry (Å):
C  -3.29671  0.47404  0.32650
C  -2.09294  0.91668  -0.03497
C  -0.81884  0.53730  0.66273
C  0.36749  0.35117  -0.27130
C  1.66008  -0.04799  0.42137
C  2.76101  -0.34156  -0.58676
O  3.93475  -0.68127  0.12362
H  -3.39291  -3.05890  0.69714
H  -4.17584  1.08590  0.14172
H  -3.43703  -0.34385  1.04118
H  -2.01721  -0.86111  -1.81522
H  -2.02234  1.82163  -0.65073
H  -0.59579  1.35501  1.37066
H  -0.99000  -0.35492  1.27597
H  0.52148  1.27568  -0.84767
H  0.10215  -0.43765  -0.98533
H  1.98603  0.75060  1.09827
H  1.49935  -0.94431  1.03397
H  2.45453  -1.17003  -1.24910
H  2.92840  0.54083  -1.22811
H  4.62433  -0.86725  -0.52392

Properties
- HOMO-LUMO gap (alpha / beta): 9.42 / 10.00 eV
- Lowest unoccupied orbital energy (alpha / beta): -0.28 / 0.94 eV
- 2S+1: 1
- Energy relative to the best compared isomer or geometry (same formula, charge and spin): 6.985 eV

natural (NBO) population analysis, charges in e, atoms 1 to 2: -0.389 -0.162

The following is a quantum chemistry calculation of a 2-piece molecular cluster, C6H14O2 overall at a distorted geometry, from the Open Molecules 2025 dataset.

Geometry (Å):
C  -1.38599  1.65608  1.05588
C  -1.19138  0.39826  0.18551
C  -1.22670  -0.81442  1.15912
C  0.21399  0.58557  -0.45579
C  0.35332  -0.43310  -1.60670
C  1.75719  -0.30720  -2.17697
O  1.95215  0.43353  -3.10594
H  -1.08366  1.51609  2.09064
H  -2.47460  1.83112  1.28541
H  -1.10246  2.62611  0.67727
H  -2.00179  0.32472  -0.52484
H  -0.30641  -1.03084  1.68852
H  -2.14281  -0.74980  1.71574
H  -1.30137  -1.77028  0.63788
H  1.14243  0.75324  0.07808
H  0.16917  1.54724  -0.97836
H  0.22305  -1.49886  -1.27342
H  -0.43842  -0.39817  -2.36799
H  2.56918  -0.82613  -1.59791
O  2.04874  -1.18062  0.81227
H  2.78309  -1.68360  1.18456
H  1.44327  -0.97892  1.51705

Properties
- HOMO-LUMO gap: 9.76 eV
- Lowest unoccupied orbital energy: 0.51 eV
- 2S+1: 1
- Energy relative to the best compared isomer or geometry (same formula, charge and spin): 1.887 eV

natural (NBO) population analysis, charges in e, atoms 1 to 2: -0.620 -0.214

The following is a quantum chemistry calculation of C6H14O3 as an isolated structure at a distorted geometry, from the Open Molecules 2025 dataset.

Geometry (Å):
C  0.28159  -1.60736  1.48080
C  -1.11423  -1.32040  0.03731
O  0.20696  -0.86156  2.52552
O  -0.61408  -2.21175  -0.93278
H  -0.16102  0.33529  2.19340
H  -0.29738  -3.01525  -0.50469
H  -0.04263  -2.64958  1.61537
H  1.14069  -1.49050  0.80626
H  -1.91474  -1.74980  0.64873
H  -1.62681  -0.55826  -0.53105
C  1.18878  1.07923  -0.04633
C  -1.24083  1.74937  -0.62075
C  1.48992  0.48904  -1.42256
C  -0.26826  1.13686  0.33945
O  -0.58348  1.22560  1.57872
H  1.73660  0.55074  0.73493
H  1.53554  2.12173  -0.00642
H  -1.18056  1.28869  -1.60500
H  -0.99842  2.81095  -0.72428
H  -2.26079  1.65225  -0.25284
H  2.56889  0.43537  -1.57297
H  1.07762  -0.51437  -1.51816
H  1.07666  1.10372  -2.22264

Properties
- HOMO-LUMO gap: 7.95 eV
- Lowest unoccupied orbital energy: 0.03 eV
- 2S+1: 1
- Energy relative to the best compared isomer or geometry (same formula, charge and spin): 4.232 eV

natural (NBO) population analysis, charges in e, atoms 1 to 2: 0.078 -0.216

The following is a quantum chemistry calculation of one molecule with the formula C6H14O4, from the Open Molecules 2025 dataset.

Geometry (Å):
C  -1.75769  -1.42382  2.29205
O  -1.43810  -0.32116  1.46963
C  -0.43008  -0.51493  0.48312
C  0.77286  -1.30690  0.98173
O  -0.97199  -1.23027  -0.59806
C  -0.06622  0.94227  0.12242
C  0.92921  1.21038  -1.02179
C  0.39521  0.75605  -2.38756
O  1.20680  2.60270  -1.05685
O  2.15548  0.60381  -0.74350
H  -1.94860  -2.32377  1.69875
H  -0.96641  -1.62676  3.02027
H  -2.66661  -1.13868  2.82094
H  0.49351  -2.34482  1.13709
H  1.55165  -1.25872  0.23032
H  1.14206  -0.87554  1.90652
H  -1.79380  -0.80195  -0.86620
H  -1.00264  1.45788  -0.10811
H  0.35000  1.39159  1.02509
H  0.27995  -0.32257  -2.38614
H  1.10390  1.04234  -3.16188
H  -0.56342  1.22387  -2.59723
H  0.38624  3.10130  -1.12090
H  2.83872  1.15771  -1.13970

Properties
- HOMO-LUMO gap: 10.74 eV
- Lowest unoccupied orbital energy: 0.68 eV
- 2S+1: 1
- Energy relative to the best compared isomer or geometry (same formula, charge and spin): 1.077 eV

natural (NBO) population analysis, charges in e, atoms 1 to 2: -0.255 -0.558

The following is a quantum chemistry calculation of C6H14O4Yb as an isolated structure at a distorted geometry, from the Open Molecules 2025 dataset.

Geometry (Å):
C  -0.29314  2.80143  0.73634
O  0.67996  2.03842  0.09303
C  1.59185  1.37780  1.00567
C  2.43025  0.39590  0.20948
O  1.79201  -0.88776  0.19295
C  0.43683  -1.32976  -1.32454
C  -0.87369  -1.72767  -0.66869
O  -1.08861  -0.94778  0.50297
C  -2.40525  -1.01150  1.01788
Yb  0.69931  -0.59593  2.10614
H  -0.97929  3.19847  -0.02454
H  -0.89075  2.19561  1.44224
H  0.15174  3.64569  1.29411
H  2.23295  2.15650  1.46053
H  3.44070  0.31463  0.65190
H  2.57403  0.73246  -0.83905
H  1.02424  -2.26466  -1.34679
H  0.37169  -0.23746  -1.46747
H  -0.85097  -2.79578  -0.39375
H  -1.71491  -1.55496  -1.35793
H  -2.42822  -0.39816  1.92731
H  -3.10955  -0.61920  0.26980
H  -2.67078  -2.04677  1.28074
O  0.21107  -1.59011  -3.22361
H  -0.33146  -0.84941  -3.54471

Properties
- HOMO-LUMO gap (alpha / beta): 5.81 / 6.90 eV
- Lowest unoccupied orbital energy (alpha / beta): -0.15 / -1.14 eV
- 2S+1: 3

natural (NBO) population analysis, charges in e, atoms 1 to 2: -0.229 -0.572

The following is a quantum chemistry calculation of a 2-piece molecular cluster, C6H14O5SSi overall at a distorted geometry, from the Open Molecules 2025 dataset.

Geometry (Å):
C  -0.19436  -1.84717  1.10410
C  0.75688  -2.82396  -0.81156
C  -1.52883  2.88950  1.44042
C  2.82187  0.71766  0.27706
C  -1.10642  0.51168  -2.43932
C  -1.34397  -1.35923  1.61126
O  0.89595  -1.80249  1.62578
O  -0.34657  -2.16841  -0.29872
O  -1.13550  2.01815  0.35019
O  1.62220  1.42050  0.32958
O  -0.00242  0.61238  -1.49978
Si  0.09418  1.00750  0.02437
S  -1.69478  -1.09831  3.32971
H  0.59432  -3.97738  -0.57275
H  1.65894  -2.44434  -0.26884
H  0.90000  -2.61072  -1.85837
H  -1.04643  2.55890  2.30660
H  -2.65225  2.90343  1.55060
H  -1.27906  3.85213  1.07060
H  2.98955  0.13660  -0.67741
H  2.96231  0.09631  1.06110
H  3.58105  1.55472  0.56468
H  -0.74148  0.45994  -3.45762
H  -1.79543  1.36127  -2.42162
H  -1.72096  -0.31698  -2.34193
H  -2.20355  -1.54489  1.01879
H  -0.49326  -1.02153  3.71739

Properties
- HOMO-LUMO gap (alpha / beta): 6.50 / 5.92 eV
- Lowest unoccupied orbital energy (alpha / beta): -0.57 / -0.87 eV
- 2S+1: 1
- Energy relative to the best compared isomer or geometry (same formula, charge and spin): 2.649 eV

natural (NBO) population analysis, charges in e, atoms 1 to 2: 0.616 -0.266

The following is a quantum chemistry calculation of a 2-piece molecular cluster, C6H14OS overall, from the Open Molecules 2025 dataset.

Geometry (Å):
C  3.21219  2.59229  0.01418
C  2.24824  1.67278  -0.05958
C  0.80320  1.97148  -0.24526
O  2.57940  0.35241  0.04740
H  2.93723  3.63376  -0.04594
H  4.24631  2.29979  0.11839
H  0.58237  3.00670  -0.49286
H  0.40523  1.36774  -1.06463
H  0.21730  1.70822  0.63898
H  1.78882  -0.16966  -0.01888
C  -0.70618  -2.93899  -0.89101
C  -1.47548  -2.23329  0.21813
S  -1.84753  -0.53997  -0.27868
C  -2.34303  0.13844  1.33885
H  -0.46075  -3.95011  -0.56039
H  0.22962  -2.44448  -1.15262
H  -1.30901  -3.02597  -1.79493
H  -0.90280  -2.25262  1.14535
H  -2.42287  -2.75583  0.36085
H  -3.24330  -0.34387  1.70876
H  -1.50047  0.06352  2.02096
H  -2.56928  1.18840  1.16295

Properties
- HOMO-LUMO gap: 9.33 eV
- Lowest unoccupied orbital energy: 0.75 eV
- 2S+1: 1
- Energy relative to the best compared isomer or geometry (same formula, charge and spin): 0.355 eV

natural (NBO) population analysis, charges in e, atoms 1 to 2: -0.520 0.321